Record 1
This record from the OMol25 dataset describes a molecular structure, C25H33B2F4N10O5RbS. The level of theory is wB97M-V/def2-TZVPD.

Each line ends with the Löwdin charge.
Element x y z (Å)
H1 -5.54 2.60 1.83  0.094
C1 -2.02 -2.13 -1.22  -0.262
C2 -1.53 -1.44 -2.45  -0.295
H2 5.65 -2.23 -0.66  0.076
H3 1.24 -1.47 3.13  0.108
O1 2.80 -5.09 -1.33  0.077
C3 3.05 -3.61 1.25  0.007
H4 0.18 4.87 2.84  0.123
C4 1.65 -1.97 2.26  -0.115
F1 -4.20 -0.60 1.79  0.167
C5 3.91 -3.91 -3.48  -0.203
H5 0.92 5.01 -2.92  0.114
C6 4.12 -1.83 -2.13  -0.204
H6 -2.73 -3.89 -2.23  0.084
C7 -3.48 2.30 1.30  -0.239
H7 -4.66 4.10 1.49  0.092
O2 -2.53 -2.10 0.96  0.074
N1 -2.19 0.93 2.87  -0.322
C8 1.30 3.70 -1.26  -0.154
C9 0.22 3.98 2.20  -0.095
O3 -1.91 -0.01 1.96  -0.126
F2 -2.88 -1.76 3.24  0.127
B1 -2.52 1.94 -2.10  -1.129
C10 -0.13 5.41 0.26  -0.017
C11 0.42 4.24 0.77  -0.279
H8 1.89 -4.48 -3.98  0.074
H9 -0.69 6.07 0.91  0.114
C12 2.73 -3.95 -4.43  -0.068
H10 -3.26 2.35 4.72  0.071
H11 0.07 2.85 6.55  0.104
H12 1.26 -1.82 -0.96  0.102
C13 0.77 4.84 -1.86  -0.045
H13 -4.36 3.20 3.62  0.085
C14 -2.26 -3.62 -1.28  0.000
C15 0.04 5.71 -1.09  -0.043
H14 4.76 -3.41 -3.94  0.115
C16 2.61 -3.17 0.01  -0.116
N2 -0.46 2.08 6.18  0.070
H15 -1.24 1.75 6.73  0.081
H16 0.13 -2.74 -2.93  0.061
H17 4.03 -1.35 -3.10  0.124
H18 -2.68 3.73 3.75  0.106
H19 -1.32 -4.16 -1.20  0.092
H20 1.87 3.00 -1.86  0.115
B2 -2.95 -1.17 1.98  -1.105
S1 -1.41 0.56 4.37  1.177
N3 -2.16 -1.42 -0.17  0.049
F3 -3.22 2.39 -3.18  0.173
Rb1 -0.22 0.70 -0.15  1.001
N4 0.07 2.84 2.74  0.051
N5 -0.04 2.99 4.13  0.011
O4 -3.23 2.45 -0.87  0.057
N6 1.19 -1.55 1.08  0.015
N7 3.59 -3.18 -2.25  -0.057
H21 3.52 -1.25 -1.44  0.101
N8 -1.72 -0.21 -2.78  0.101
H22 4.21 -4.92 -3.21  0.119
C17 -0.57 2.05 4.81  -0.697
H23 -2.90 -3.92 -0.46  0.082
H24 2.40 -2.94 -4.69  0.072
C18 3.02 -3.89 -1.24  -0.424
C19 1.67 -2.15 -0.01  -0.120
C20 5.57 -1.81 -1.66  -0.062
H25 2.90 -3.31 3.38  0.108
H26 -0.40 6.60 -1.51  0.114
C21 -2.96 1.95 2.63  -0.178
C22 -4.77 3.05 1.20  -0.001
H27 3.00 -4.47 -5.35  0.076
H28 6.21 -2.41 -2.32  0.073
N9 1.14 3.40 0.02  0.064
C23 -0.71 -2.25 -3.42  -0.034
F4 -1.18 2.45 -2.12  0.040
H29 -0.34 -1.59 -4.20  0.083
H30 -1.31 -3.03 -3.89  0.082
H31 5.96 -0.80 -1.64  0.077
C24 2.57 -2.99 2.39  -0.035
H32 3.75 -4.44 1.31  0.128
N10 -2.76 1.98 0.27  0.076
C25 -3.34 2.85 3.76  0.002
O5 -2.49 0.49 -1.90  -0.052
H33 -5.11 3.02 0.17  0.089

- Frontier orbital gap: 7.7 eV
- Energy relative to the best compared isomer or geometry (same formula, charge and spin): 0.0 kcal/mol
- LUMO level: -0.0190 Ha



Record 2
This record from the OMol25 dataset describes a molecular structure, C2H6ClN2P at a distorted geometry. The level of theory is wB97M-V/def2-TZVPD.

Each line ends with the natural charge from an NBO analysis.
Element x y z (Å)
H1 1.14 -0.95 1.34  0.201
N1 -0.20 0.25 0.22  -0.620
H2 1.20 1.34 -0.71  0.187
C1 1.05 0.36 -0.43  -0.256
H3 -1.93 -1.48 0.97  -0.051
H4 1.27 -0.43 -1.11  0.189
Cl1 -4.48 1.09 -0.45  0.115
N2 -3.05 0.28 0.08  -0.855
H5 -0.74 1.08 0.24  0.374
H6 1.18 0.98 1.60  0.196
P1 -3.26 -1.21 0.54  0.783
C2 1.00 0.10 0.98  -0.263

- Frontier orbital gap: 8.5 eV
- Energy relative to the best compared isomer or geometry (same formula, charge and spin): 75.6 kcal/mol
- LUMO level: -0.0231 Ha



Record 3
This record from the OMol25 dataset describes a molecular structure, C29H32Br2InN8OS. The level of theory is wB97M-V/def2-TZVPD.

Each line ends with the natural charge from an NBO analysis.
Element x y z (Å)
C1 3.67 1.30 -4.37  -0.109
N1 1.23 -1.94 -0.56  -0.574
C2 3.17 0.11 -2.36  0.087
H1 -4.37 -3.05 3.63  0.194
H2 -0.13 -6.46 3.81  0.234
C3 0.58 3.24 -5.15  -0.199
C4 3.78 0.23 2.80  -0.122
Br1 -1.98 3.56 -3.94  0.088
C5 -3.35 -3.39 3.47  0.091
N2 -1.76 -0.19 0.19  -0.781
H3 -2.58 -0.12 -2.41  0.229
H4 -1.51 2.83 -0.34  0.257
H5 -2.28 -2.16 -0.15  0.218
C6 -1.68 -5.06 3.43  0.275
N3 1.83 0.16 0.91  -0.507
C7 -2.28 -1.10 -2.04  -0.236
H6 5.06 -0.01 -3.40  0.238
H7 -2.89 0.93 1.55  0.217
H8 2.87 -3.48 1.88  0.246
H9 -1.78 2.97 1.42  0.208
N4 -0.84 -1.24 -2.34  -0.666
C8 1.94 1.24 1.68  0.175
C9 -2.43 1.08 0.56  -0.219
N5 -0.80 -4.15 3.01  -0.520
C10 2.53 -0.94 1.14  0.188
H10 -1.74 -6.99 4.36  0.224
N6 1.96 0.62 -2.29  -0.521
H11 -0.66 -0.77 -3.22  0.409
H12 1.66 3.79 2.69  0.240
N7 -2.49 -2.47 3.06  -0.520
C11 2.94 1.32 2.63  -0.201
N8 -0.13 1.81 0.77  -0.480
C12 -3.01 -4.71 3.69  -0.348
H13 -1.04 -3.33 -2.64  0.211
H14 0.04 4.14 2.08  0.246
C13 -1.48 2.30 0.61  -0.261
C14 -2.55 -1.18 -0.54  -0.234
C15 -0.23 2.86 -4.07  -0.164
H15 1.04 -3.90 -1.33  0.220
S1 -0.05 -1.71 2.34  -0.424
C16 4.07 0.43 -3.39  -0.266
C17 3.56 -0.94 2.08  -0.199
H16 -2.87 -1.86 -2.57  0.207
H17 -3.73 -5.43 4.04  0.226
Br2 2.90 3.31 -6.76  0.089
C18 -1.20 -6.46 3.58  -0.649
C19 2.37 1.86 -4.33  -0.030
C20 -1.23 -2.88 2.87  0.275
C21 0.44 -3.02 -1.11  -0.266
In1 0.28 0.13 -0.76  1.847
H18 0.45 -2.60 -3.22  0.213
C22 -0.27 -2.59 -2.40  -0.229
H19 -1.41 -0.63 1.06  0.471
C23 1.85 2.77 -5.29  -0.138
H20 0.18 3.93 -5.88  0.250
H21 -3.23 1.28 -0.15  0.216
H22 4.33 1.57 -5.18  0.244
O1 -0.51 1.62 -2.07  -0.832
H23 3.04 2.19 3.27  0.239
H24 3.06 -3.99 0.19  0.237
H25 3.45 -0.59 -1.58  0.202
H26 -0.28 -3.30 -0.33  0.229
H27 1.50 -4.13 1.03  0.275
H28 4.14 -1.82 2.27  0.242
H29 -3.62 -1.05 -0.36  0.220
C24 0.21 1.99 -3.09  0.303
H30 4.58 0.26 3.53  0.240
C25 2.00 -2.16 0.44  0.433
H31 0.26 3.05 3.46  0.261
C26 0.68 3.36 2.50  -0.695
C27 0.77 2.19 1.58  0.357
C28 2.39 -3.52 0.91  -0.710
H32 -1.34 -7.01 2.64  0.228
C29 1.54 1.49 -3.25  0.100

- Frontier orbital gap: 6.3 eV
- Net charge: +1
- Energy relative to the best compared isomer or geometry (same formula, charge and spin): 4.1 kcal/mol
- LUMO level: -0.1249 Ha